[1]
Below is C40H44BiBrN8O2PS2 as an isolated structure, with properties calculated with ωB97M-V/def2-TZVPD.

```
! RIJCOSX wB97M-V def2-TZVPD def2/J DEFGRID3
* xyz -1 1
Bi 0.18799 -0.51146 0.37960
Br -5.56334 4.82257 0.97678
C -4.53481 3.23859 0.75624
C -4.76835 2.14612 1.57138
C -4.02257 0.99594 1.39944
C -2.97514 0.87871 0.43772
O -2.31494 -0.24277 0.33096
C -2.76368 2.03685 -0.38481
C -1.82576 2.08058 -1.51176
N -0.63781 1.64101 -1.47858
C 0.13028 1.74963 -2.65741
C 0.35774 2.97226 -3.23832
C 1.13785 3.10475 -4.40440
C 1.67549 1.99914 -4.99379
C 1.45597 0.72234 -4.42521
C 1.97968 -0.45238 -5.01801
C 1.75176 -1.66082 -4.43331
C 1.01981 -1.68532 -3.22784
N 0.52467 -0.62985 -2.64778
C 0.70515 0.58210 -3.23591
C -3.56362 3.16816 -0.23198
H -5.53947 2.19932 2.32910
H -4.20441 0.13521 2.03390
H -2.20595 2.55226 -2.42958
H -0.05253 3.85261 -2.75778
H 1.31296 4.08897 -4.81815
H 2.28045 2.07350 -5.88924
H 2.55716 -0.36477 -5.93083
H 2.12698 -2.58413 -4.85243
H 0.86112 -2.62832 -2.70328
H -3.40414 4.01245 -0.89273
C -0.90949 1.52460 3.04159
C -0.65805 2.59850 4.13388
N 0.68793 3.16103 4.00780
C 1.66722 2.07445 4.12761
C 1.44539 0.99821 3.04122
N 0.29463 1.38867 2.20124
C 0.58062 2.69550 1.57377
C 0.81339 3.75843 2.67545
H -1.74115 1.79670 2.40803
H -1.11399 0.54165 3.47069
H -0.75760 2.17504 5.13515
H -1.37511 3.41631 4.04235
H 1.57541 1.65182 5.13119
H 2.66446 2.50845 4.03716
H 1.24214 0.00651 3.44217
H 2.31141 0.89317 2.38746
H -0.26785 2.94769 0.93159
H 1.45838 2.57046 0.94265
H 0.08750 4.57213 2.60319
H 1.81272 4.18847 2.58862
S 5.19839 1.86074 1.84444
P 4.57313 1.73052 -0.01949
S 2.81756 0.88067 -0.45300
C 4.61324 3.40911 -0.76972
C 3.50818 3.96443 -1.39508
C 3.57465 5.24605 -1.93066
C 4.75180 5.97294 -1.85567
C 5.86523 5.41790 -1.23366
C 5.79302 4.14756 -0.68779
C 5.81282 0.89085 -1.08307
C 7.00728 0.41869 -0.55943
C 7.93496 -0.20682 -1.38569
C 7.67382 -0.35482 -2.73840
C 6.47799 0.11976 -3.26766
C 5.55113 0.73509 -2.44363
H 2.60001 3.37859 -1.45470
H 2.70201 5.67602 -2.40839
H 4.80472 6.97049 -2.27501
H 6.78717 5.98267 -1.16663
H 6.64903 3.72202 -0.17712
H 7.19220 0.54351 0.50082
H 8.86258 -0.57955 -0.96830
H 8.39680 -0.84162 -3.38194
H 6.26759 0.00207 -4.32417
H 4.60703 1.08727 -2.84485
C -1.88136 -2.95711 1.58459
N -2.50945 -4.27123 1.75145
C -1.45413 -5.28675 1.76805
N -0.65182 -5.27660 0.54292
C -0.05755 -3.94582 0.40836
N -1.09164 -2.89544 0.33861
C -1.98184 -3.16933 -0.79069
N -2.61125 -4.49067 -0.68189
C -3.36189 -4.51972 0.58240
C -1.54956 -5.49658 -0.59103
H -1.20139 -2.76106 2.41554
H -2.63970 -2.17807 1.53533
H -1.91400 -6.27233 1.87996
H -0.79799 -5.09731 2.61901
H 0.54052 -3.90884 -0.50735
H 0.59394 -3.70579 1.24799
H -1.40616 -3.12800 -1.72946
H -2.74362 -2.38935 -0.80014
H -3.82660 -5.50295 0.68895
H -4.14178 -3.75729 0.54517
H -0.96421 -5.46674 -1.51338
H -2.00749 -6.48431 -0.49365
O 1.06500 -1.56507 1.71159
*
```

Calculated values
Orbital gap = 7.084 eV

***

[2]
Below is one molecule with the formula C4H11N3, with properties calculated with ωB97M-V/def2-TZVPD.

```
! RIJCOSX wB97M-V def2-TZVPD def2/J DEFGRID3
* xyz 0 1
C 1.57823 -0.40114 -0.61074
C -1.70212 -0.90267 -0.25504
C 2.33439 -0.48954 0.70521
H 2.27765 -0.35698 -1.44442
H 1.00713 -1.30282 -0.78658
H 2.81659 -1.46079 0.81832
H 3.06837 0.31816 0.77004
H -0.65736 -1.11643 -0.50357
H -2.79034 -1.07823 -0.10472
H -1.69390 -2.00457 -0.11500
H 1.65024 -0.36138 1.54823
C -2.46526 1.38042 0.37014
N -0.25241 1.23555 0.09621
N -1.40944 0.65912 0.09049
N 0.69330 0.87995 -0.83421
H 1.33993 1.66974 -0.83773
H -2.34151 2.35592 0.83463
H -3.45348 0.97568 0.25876
*
```

Calculated values
Orbital gap (alpha / beta) = 6.536 / 6.630 eV

***

[3]
Below is one molecule with the formula C4H10N2, with properties calculated with ωB97M-V/def2-TZVPD.

```
! RIJCOSX wB97M-V def2-TZVPD def2/J DEFGRID3
* xyz 0 1
H -2.31309 -2.50675 0.06867
N -1.69374 -1.83369 0.53166
C -1.29780 -0.88833 -0.21101
N -1.48018 -0.78629 -1.56515
C -0.32283 0.37919 0.63605
C 1.00318 -0.09546 0.29799
C 1.86374 1.45149 0.51454
H -1.17371 0.03948 -2.04799
H -2.19302 -1.34353 -2.01803
H -0.61693 0.21694 1.66722
H -0.65039 1.33583 0.23947
H 1.20561 -0.42067 -0.71783
H 1.42604 -0.77500 1.03162
H 2.04668 1.76963 -0.50974
H 2.79421 1.19275 1.01349
H 1.40224 2.26440 1.06904
*
```

Calculated values
Orbital gap = 9.740 eV
Structure (SMILES) = [H]/N=C(\N)CCC

***

[4]
Below is a 2-piece molecular cluster, C10H16 overall, with properties calculated with ωB97M-V/def2-TZVPD.

```
! RIJCOSX wB97M-V def2-TZVPD def2/J DEFGRID3
* xyz -1 2
C 0.99490 3.18397 -1.23632
C -0.50245 3.37920 -1.55694
H 1.40556 4.03160 -0.69084
H 1.18244 2.22451 -0.56583
H 1.75410 3.28794 -2.01280
H -0.94203 4.31463 -1.56085
H -0.52536 3.02719 -2.59826
H -1.02369 2.74539 -0.89204
C 0.01616 -1.40063 -1.40480
C 1.17539 -2.31626 -1.89766
C -0.13747 -0.92342 -0.02978
C 0.93374 -0.91656 0.88932
C -1.43378 -0.73756 0.29633
C 0.71014 -0.72835 2.22525
C -1.66159 -0.29422 1.68056
C -0.60405 -0.34242 2.63831
H 0.02183 -0.47316 -2.09751
H -0.95507 -1.98900 -1.70248
H 1.38939 -3.08674 -1.11651
H 1.86688 -1.19792 0.41983
H -2.23745 -0.86425 -0.49513
H 1.38744 -0.54435 2.99698
H -2.68944 -0.08230 1.79794
H -0.83786 -0.02948 3.68013
H 2.29886 -1.88915 -1.92716
H 0.95843 -2.89748 -2.86110
*
```

Calculated values
Orbital gap (alpha / beta) = 2.911 / 7.613 eV
Expectation value of S² = 0.759

***

[5]
Below is C20H13F5N6O4SSeTc as an isolated structure, with properties calculated with ωB97M-V/def2-TZVPD.

```
! RIJCOSX wB97M-V def2-TZVPD def2/J DEFGRID3
* xyz 2 4
Tc 0.45246 0.12407 -0.22107
O -3.55618 0.83569 -2.53889
C -2.83795 0.25319 -1.56372
O -2.44760 -0.87329 -1.58113
C -2.62227 1.17326 -0.39244
C -3.64819 2.02581 -0.01223
C -3.55738 2.71253 1.18525
C -2.45297 2.49026 1.98480
C -1.45779 1.64928 1.52995
N -1.50513 1.02247 0.33424
C -0.25295 1.27912 2.32770
O -0.06552 1.67732 3.55105
O 0.58287 0.55117 1.81477
H -3.81796 0.14644 -3.17082
H -4.52253 2.11921 -0.64220
H -4.34544 3.38404 1.49986
H -2.37593 2.97935 2.94863
H -0.79852 2.17984 3.93042
S 2.80944 -0.19429 -0.40860
C 2.75790 1.54930 -0.46908
C 3.80991 2.45508 -0.48512
C 3.50482 3.80311 -0.52152
C 2.17287 4.22400 -0.53960
C 1.18197 3.27437 -0.50459
N 1.47772 1.96450 -0.47099
H 4.83024 2.09582 -0.46866
H 4.30134 4.53728 -0.53362
H 1.91673 5.27371 -0.58457
H 0.13259 3.54599 -0.51565
N -1.70268 1.31007 -5.33994
C -0.68644 0.46750 -5.57305
N -0.42440 0.10093 -6.82213
N 0.09377 -0.01842 -4.62737
C 0.10334 0.09282 -3.36098
N 0.24150 0.07897 -2.20482
H -2.26031 1.68014 -6.09041
H -1.91181 1.61359 -4.40648
H -0.97692 0.41180 -7.60204
H 0.33748 -0.53292 -6.99325
F 3.33415 -7.01190 -0.04376
C 2.57081 -5.95138 0.04409
C 3.06335 -4.79921 0.64276
F 4.29145 -4.78272 1.13070
C 2.25867 -3.69034 0.73366
F 2.72824 -2.62155 1.35693
C 0.96052 -3.68858 0.21387
Se -0.21553 -2.23958 0.26364
C 0.47956 -4.87740 -0.35916
F -0.74983 -4.94128 -0.84472
C 1.27528 -5.99395 -0.45401
F 0.82122 -7.09999 -1.01654
*
```

Calculated values
Orbital gap (alpha / beta) = 6.693 / 5.740 eV
Expectation value of S² = 3.786

***

[6]
Below is one molecule with the formula C19H25BrN2O5, with properties calculated with ωB97M-V/def2-TZVPD.

```
! RIJCOSX wB97M-V def2-TZVPD def2/J DEFGRID3
* xyz 0 1
C -5.69534 -2.16878 -2.06395
C -5.16805 -2.47894 -0.66848
C -3.64197 -2.49585 -0.63204
C -3.10540 -2.80598 0.76383
C -1.58297 -2.74591 0.82251
O -1.13708 -1.39973 0.64090
C -0.27401 -0.90592 1.54267
O 0.15138 -1.55766 2.47185
C 0.16086 0.47268 1.28563
C -0.46708 1.42695 0.56118
C -1.78583 1.24139 -0.11597
N 0.09535 2.68476 0.44253
C -0.44912 3.67002 -0.46697
C 1.08691 3.13875 1.31368
O 1.45904 4.29435 1.30816
N 1.55434 2.21795 2.18729
C 1.48416 0.79754 1.95361
C 2.61821 0.27853 1.08305
C 3.03924 -1.03275 1.22659
C 4.03424 -1.52482 0.39970
Br 4.61605 -3.31901 0.56996
C 4.63554 -0.73324 -0.56704
O 5.61157 -1.23571 -1.35583
C 4.20550 0.59786 -0.70126
O 4.85901 1.30617 -1.67901
C 4.49779 2.65211 -1.87854
C 3.20220 1.08920 0.11434
H -5.34452 -1.19413 -2.39679
H -5.35271 -2.91647 -2.77581
H -6.78266 -2.16258 -2.07005
H -5.54707 -3.45073 -0.34453
H -5.53881 -1.72911 0.03426
H -3.26011 -1.52633 -0.95723
H -3.27237 -3.24822 -1.33244
H -3.41886 -3.80683 1.06541
H -3.51477 -2.09403 1.48415
H -1.21202 -3.10671 1.78702
H -1.14162 -3.34545 0.02002
H -2.43341 2.09531 0.06995
H -1.64821 1.14237 -1.19207
H -2.26938 0.34246 0.24498
H 0.24912 4.50597 -0.48800
H -1.41693 4.04684 -0.12973
H -0.54934 3.24968 -1.46657
H 2.29330 2.54811 2.79036
H 1.51847 0.27991 2.91899
H 2.58781 -1.67181 1.96859
H 5.91162 -0.53870 -1.95442
H 5.14441 3.01331 -2.67641
H 3.45246 2.74207 -2.18899
H 4.66307 3.24968 -0.97754
H 2.87796 2.11143 0.00842
*
```

Calculated values
Orbital gap = 8.800 eV
Structure (SMILES) = CCCCCOC(=O)C1=C(C)N(C)C(=O)N[C@@H]1c1cc(Br)c(O)c(OC)c1

***

[7]
Below is one molecule with the formula C19H17N3, with properties calculated with ωB97M-V/def2-TZVPD.

```
! RIJCOSX wB97M-V def2-TZVPD def2/J DEFGRID3
* xyz 0 1
C -2.86732 5.44938 -1.71802
C -1.93730 4.27189 -1.66260
C -0.82885 4.19583 -2.50701
C 0.14577 3.18016 -2.40029
C -0.10851 2.16223 -1.44254
C 0.75428 1.07913 -1.37562
C 0.42861 0.07927 -0.48674
C 1.22887 -1.06168 -0.42977
N 2.22988 -1.24073 -1.36591
C 1.01845 -2.00258 0.57841
C 1.80227 -3.18691 0.82925
C 3.00746 -3.64514 0.01212
C 1.44147 -4.05168 1.87367
C 0.40879 -3.77940 2.72462
C -0.37144 -2.62494 2.53014
C -1.49181 -2.44575 3.50390
C -0.10121 -1.72722 1.45174
N -0.94526 -0.70266 1.30432
C -0.65594 0.22341 0.38798
N -1.47136 1.28157 0.33863
C -1.22944 2.21236 -0.59588
C -2.10286 3.27565 -0.67606
H -2.65420 6.02782 -2.63109
H -2.74407 6.11684 -0.82972
H -3.86944 5.13931 -1.76020
H -0.62162 4.95818 -3.24141
H 1.00147 3.16379 -3.06024
H 1.63905 1.06970 -2.01024
H 2.59493 -2.18221 -1.41786
H 2.19943 -0.70517 -2.22123
H 3.62211 -4.37296 0.56709
H 2.76706 -4.08305 -1.00349
H 3.69224 -2.77869 -0.13627
H 2.01820 -4.94180 2.00064
H 0.17845 -4.50218 3.52823
H -2.22727 -1.71404 3.15969
H -1.07358 -2.06775 4.45501
H -1.98848 -3.39546 3.71829
H -2.88885 3.32549 0.00849
*
```

Calculated values
Orbital gap = 6.045 eV
Structure (SMILES) = Cc1ccc2cc3c(N)c4c(C)ccc(C)c4nc3nc2c1

***

[8]
Below is C4H5HgLiO2 as an isolated structure, with properties calculated with ωB97M-V/def2-TZVPD.

```
! RIJCOSX wB97M-V def2-TZVPD def2/J DEFGRID3
* xyz 1 2
C 0.87644 -0.62092 1.02334
C 0.14790 0.64666 0.69984
C -0.44399 0.98043 -0.49802
C -1.15992 0.04763 -1.29367
O -1.17062 0.09222 -2.54350
O 1.29650 -0.70463 2.29243
Li 2.40996 -0.50882 3.57861
Hg -1.92528 -0.72182 -4.03912
H -0.16416 -1.17557 0.88540
H 0.46994 1.50033 1.30856
H -0.35288 1.99832 -0.88320
H -1.66822 -0.79473 -0.79527
H 1.68432 -0.73910 0.26459
*
```

Calculated values
Orbital gap (alpha / beta) = 7.526 / 6.224 eV
Expectation value of S² = 0.753

***

[9]
Below is a 2-piece molecular cluster, C2H4N2S overall, with properties calculated with ωB97M-V/def2-TZVPD.

```
! RIJCOSX wB97M-V def2-TZVPD def2/J DEFGRID3
* xyz 0 1
C -0.32418 0.29494 0.23753
N 0.23305 1.28720 -0.22747
C 1.37660 1.89068 -0.06423
N 2.17181 2.70732 -0.07908
H -1.44096 0.11023 0.06261
H 0.19890 -0.40126 1.01653
S 2.46906 -1.08399 0.16789
H 3.21631 -1.00294 -1.04200
H 3.58491 -0.52026 0.88021
*
```

Calculated values
Orbital gap = 9.780 eV
Structure (SMILES) = C=NC#N.S

***

[10]
Below is one molecule with the formula C3H9N3S, with properties calculated with ωB97M-V/def2-TZVPD.

```
! RIJCOSX wB97M-V def2-TZVPD def2/J DEFGRID3
* xyz 0 1
C -1.70864 -0.52212 1.24167
N -0.20628 -0.27145 1.37551
C 0.82617 -0.28810 0.22023
N 1.80671 -1.02804 0.29972
N 2.52664 -1.37086 -0.81871
S 0.20956 0.29710 -1.41689
C -0.67727 1.92670 -1.04105
H -2.16140 -1.59103 0.92890
H -2.03006 0.11615 0.29706
H -2.14255 -0.20864 2.10041
H 0.25919 -1.14021 1.98445
H 3.42659 -1.85518 -0.54229
H 2.62449 -0.81069 -1.84159
H -1.79195 1.79025 -0.74908
H -0.76674 2.40384 -1.86242
H -0.19446 2.55226 -0.17591
*
```

Calculated values
Orbital gap = 8.787 eV
Structure (SMILES) = CN/C(=N/N)SC

***

[11]
Below is a 2-piece molecular cluster, C2H8N overall, with properties calculated with ωB97M-V/def2-TZVPD.

```
! RIJCOSX wB97M-V def2-TZVPD def2/J DEFGRID3
* xyz 1 1
C 2.20412 0.87630 -0.64644
C -0.97543 -0.05992 -0.31072
N -1.35137 -0.81992 0.88271
H 2.50002 -0.14367 -0.51311
H 2.14976 1.26989 -1.64274
H 2.09558 1.52237 0.19934
H -1.04111 -0.59738 -1.23704
H -1.25311 0.98097 -0.28456
H -0.87188 -1.72994 0.88865
H -2.37304 -1.00242 0.93866
H -1.08355 -0.29628 1.72524
*
```

Calculated values
Orbital gap (alpha / beta) = 6.947 / 10.902 eV

***

[12]
Below is a 2-piece molecular cluster, C5H14S overall, with properties calculated with ωB97M-V/def2-TZVPD.

```
! RIJCOSX wB97M-V def2-TZVPD def2/J DEFGRID3
* xyz 0 1
C -0.03564 -1.69671 -2.37377
C -0.89412 -2.02327 -1.15756
S -0.05684 -2.50863 0.34194
C -0.29922 -1.11285 1.46179
H 0.18176 -2.56347 -2.98686
H 0.90076 -1.19347 -2.09852
H -0.51895 -0.88787 -2.92427
H -1.70955 -1.31342 -1.00362
H -1.53916 -2.86445 -1.40879
H -1.35364 -0.97845 1.69958
H 0.16567 -1.37168 2.40491
H 0.15613 -0.22587 1.04517
C 0.02683 2.43293 1.33688
C 1.21350 2.23132 0.42035
H -0.78956 1.72290 1.28697
H 0.36326 2.36149 2.37546
H -0.36802 3.43702 1.23090
H 1.92062 3.05077 0.49816
H 0.93164 2.24223 -0.64059
H 1.70454 1.26148 0.49187
*
```

Calculated values
Orbital gap = 9.395 eV
Structure (SMILES) = CCSC.CC

***

Number 1: calculated total energy -6065.642235 a.u.. Number 2: calculated total energy -322.925911 a.u.. Number 3: calculated total energy -267.848398 a.u.. Number 4: calculated total energy -390.505159 a.u.. Number 5: calculated total energy -4778.728665 a.u.. Number 6: calculated total energy -3798.773512 a.u.. Number 7: calculated total energy -898.497370 a.u.. Number 8: calculated total energy -466.476981 a.u.. Number 9: calculated total energy -586.218093 a.u.. Number 10: calculated total energy -682.003924 a.u.. Number 11: calculated total energy -135.336313 a.u.. Number 12: calculated total energy -597.056498 a.u..